The following is a DFT calculation (ωB97M-V/def2-TZVPD) of 6 unconnected molecules or ions with the total composition C24H48O16 in a non-equilibrium geometry.

Geometry as ORCA input:
```
! wB97M-V def2-TZVPD RIJCOSX def2/J DEFGRID3
* xyz 1 2
C 7.30 1.60 0.97
C 6.03 1.29 1.74
O 5.25 0.52 0.79
C 4.81 -0.72 1.06
O 4.78 -1.35 2.16
O 4.68 -1.28 -0.23
C 4.23 -2.62 -0.37
H 7.05 2.09 0.03
H 7.96 0.74 0.86
H 7.86 2.30 1.59
H 5.49 2.20 2.03
H 6.40 0.75 2.60
H 4.48 -2.99 -1.36
H 3.16 -2.71 -0.17
H 4.87 -3.07 0.39
C -1.22 -1.58 2.56
C -1.28 -3.17 2.50
O -0.47 -3.79 1.49
C -0.77 -3.75 0.19
O -1.82 -3.33 -0.26
O 0.19 -4.46 -0.53
C -0.02 -4.43 -1.96
H -0.28 -1.14 2.87
H -1.94 -1.11 3.24
H -1.39 -1.04 1.63
H -2.29 -3.53 2.30
H -0.99 -3.61 3.45
H 0.96 -4.26 -2.40
H -0.71 -3.64 -2.27
H -0.38 -5.44 -2.18
C 3.39 5.55 4.78
C 4.64 4.75 4.51
O 4.91 3.52 5.28
C 4.19 2.45 5.18
O 4.16 1.57 6.07
O 3.50 2.36 4.10
C 2.70 1.21 3.92
H 3.18 5.93 5.78
H 2.54 5.03 4.35
H 3.65 6.42 4.18
H 5.52 5.39 4.56
H 4.49 4.56 3.45
H 1.66 1.52 4.01
H 2.92 0.36 4.56
H 2.76 0.89 2.87
C -4.29 2.19 -8.52
C -3.71 0.81 -8.34
O -3.96 0.34 -7.01
C -3.32 -0.73 -6.54
O -2.44 -1.35 -7.15
O -3.63 -0.78 -5.17
C -3.16 -1.79 -4.23
H -3.58 2.85 -8.04
H -5.23 2.35 -7.99
H -4.43 2.40 -9.59
H -2.63 0.89 -8.47
H -4.14 0.21 -9.14
H -3.61 -2.78 -4.37
H -3.33 -1.34 -3.25
H -2.10 -1.92 -4.43
C -5.02 -2.72 0.38
C -4.24 -1.48 0.15
O -5.11 -0.27 0.41
C -5.04 0.36 1.63
O -4.40 -0.13 2.57
O -5.87 1.42 1.64
C -6.07 2.18 2.81
H -4.35 -3.58 0.25
H -5.85 -2.75 -0.32
H -5.30 -2.85 1.43
H -3.85 -1.59 -0.86
H -3.32 -1.58 0.73
H -5.12 2.60 3.14
H -6.50 1.54 3.58
H -6.84 2.90 2.55
C -0.70 0.29 -0.93
C 0.55 -0.53 -1.17
C 1.48 0.02 -0.11
O 0.94 1.20 0.35
C -0.16 1.56 -0.40
H -1.26 -0.29 -0.19
H -1.37 0.36 -1.79
H 0.87 -0.33 -2.19
H 0.53 -1.61 -0.99
H 2.43 0.22 -0.62
H 1.55 -0.55 0.81
H 0.27 2.15 -1.21
H -0.82 2.12 0.26
*
```

Properties
Kohn-Sham gap (spin up / spin down)   9.383 / 3.304 eV
HOMO level (spin up / spin down)   -12.2 / -12.2 eV
<S²>   0.75
Max |F|   5.79 eV/Å
E_LUMO (spin up / spin down)   -2.87 / -8.95 eV

Here are the Löwdin charges for atoms 1 to 6, given in e: atom 1 (C): -0.06, atom 2 (C): -0.19, atom 3 (O): -0.01, atom 4 (C): -0.48, atom 5 (O): 0.08, atom 6 (O): -0.07


The following is a DFT calculation (ωB97M-V/def2-TZVPD) of C20H31N3O in the gas phase in a non-equilibrium geometry.

Geometry as ORCA input:
```
! wB97M-V def2-TZVPD RIJCOSX def2/J DEFGRID3
* xyz 0 1
C 0.69 2.36 -0.41
C 2.07 3.13 -0.77
C 3.05 2.49 -1.72
C 3.39 1.00 -1.21
C 4.07 0.92 0.02
C 4.65 -0.30 0.63
C 3.61 -1.49 0.89
C 2.66 -1.05 1.67
O 2.86 -0.56 2.78
N 1.42 -1.45 1.47
N 0.97 -1.74 0.32
C -0.26 -2.24 -0.04
C -0.41 -3.13 -1.38
H 0.48 -2.79 -1.85
H -0.66 -4.03 -1.24
C -1.72 -2.32 -1.85
N -2.51 -1.76 -1.02
C -2.69 -2.38 0.26
H -2.81 -3.25 -0.13
C -1.37 -2.24 1.12
H -1.36 -1.39 1.52
H -1.43 -3.05 1.84
H -3.47 -1.78 0.83
C -2.28 -0.14 -0.73
C -3.20 0.67 -0.24
C -2.69 1.25 1.10
C -3.68 1.67 1.93
C -5.01 1.93 1.62
C -5.56 1.01 0.66
C -4.52 0.38 -0.20
H -4.87 -0.03 -1.18
H -6.56 0.95 0.21
H -5.73 2.30 2.32
H -3.37 2.29 2.77
H -1.75 1.23 1.33
H -2.23 0.47 -1.86
H -1.16 -0.03 -0.69
H -2.22 -3.04 -2.22
H -1.32 -1.53 -2.71
H 0.59 -1.14 2.32
H 4.32 -2.34 1.20
H 3.06 -1.51 0.03
H 5.36 -0.54 -0.13
H 5.16 -0.21 1.56
H 3.23 1.45 0.88
H 4.97 1.81 0.12
H 2.55 0.26 -1.07
H 4.15 0.45 -1.88
H 3.80 3.12 -1.95
H 2.28 2.33 -2.62
H 1.69 4.14 -1.29
H 2.44 3.41 0.13
H 0.35 2.13 -1.53
H 0.92 1.39 0.19
H 0.05 2.91 0.18
*
```

Properties
SMILES   CCCCCCCC(=O)NN=C1CCN(Cc2ccccc2)CC1
Kohn-Sham gap   8.173 eV
HOMO level   -7.9 eV
Max |F|   13.06 eV/Å
E_LUMO   0.30 eV

Here are the Löwdin charges for atoms 1 to 6, given in e: atom 1 (C): -0.09, atom 2 (C): -0.29, atom 3 (C): -0.17, atom 4 (C): -0.25, atom 5 (C): -0.32, atom 6 (C): -0.17


The following is a DFT calculation (ωB97M-V/def2-TZVPD) of a molecular structure, C4H5NO2S in a non-equilibrium geometry.

Geometry as ORCA input:
```
! wB97M-V def2-TZVPD RIJCOSX def2/J DEFGRID3
* xyz 0 1
C -0.72 0.46 -0.62
C 0.38 -0.28 -0.39
C 0.40 -1.59 -0.45
C 1.44 1.19 0.83
H -2.54 0.51 -0.05
H -1.52 -0.84 0.78
H 1.35 -2.16 -0.44
H -0.53 -2.37 -0.46
H 2.64 1.50 1.35
N -1.76 0.02 0.14
O 1.41 0.50 -0.33
O 0.43 1.41 1.44
S -0.96 1.66 -1.81
*
```

Properties
Kohn-Sham gap   8.470 eV
HOMO level   -8.4 eV
Max |F|   8.08 eV/Å
E_LUMO   0.03 eV

Here are the Löwdin charges for atoms 1 to 6, given in e: atom 1 (C): -0.84, atom 2 (C): -0.56, atom 3 (C): 0.13, atom 4 (C): -0.28, atom 5 (H): 0.04, atom 6 (H): 0.17


The following is a DFT calculation (ωB97M-V/def2-TZVPD) of a molecular structure, C18H32AlBe2BrCaCl2F4NNaO6P in a non-equilibrium geometry.

Geometry as ORCA input:
```
! wB97M-V def2-TZVPD RIJCOSX def2/J DEFGRID3
* xyz 1 1
C 2.24 -1.41 -0.30
C 1.12 -1.23 0.12
P -0.45 -0.93 1.13
C -2.00 -0.80 0.05
C -1.63 -0.41 -1.39
C -2.99 -0.59 -2.27
N -3.98 0.32 -1.92
O -3.14 -1.43 -3.15
C -0.42 -0.86 3.02
C -1.79 -0.55 3.60
O -2.82 -0.63 3.01
Cl -1.80 -0.01 5.29
C -0.53 -2.84 1.30
C -1.72 -3.39 2.12
C -0.49 -3.62 -0.06
C 0.76 -4.51 -0.21
C -0.03 0.90 0.98
C -1.01 1.88 1.67
C 1.43 1.20 1.48
C 2.37 1.70 0.36
C 2.59 3.23 0.38
H 3.27 -1.56 -0.54
H -2.63 -1.77 -0.06
H -2.72 -0.06 0.42
H -0.76 -0.97 -1.79
H -1.38 0.66 -1.50
H -4.38 0.05 -1.00
H -3.55 1.22 -1.74
H 0.24 -0.09 3.42
H -0.08 -1.79 3.48
H 0.38 -3.17 1.83
H -1.88 -4.46 1.97
H -1.54 -3.28 3.20
H -2.67 -2.91 1.93
H -1.33 -4.33 -0.05
H -0.65 -2.99 -0.94
H 1.24 -4.68 0.77
H 1.50 -4.04 -0.86
H 0.52 -5.49 -0.68
H 0.00 1.22 -0.07
H -2.05 1.82 1.33
H -0.66 2.89 1.43
H -0.97 1.83 2.77
H 1.85 0.37 2.06
H 1.34 2.04 2.18
H 2.04 1.33 -0.62
H 3.34 1.24 0.53
H 1.92 3.70 -0.34
H 2.39 3.65 1.37
H 3.63 3.44 0.13
Ca -0.73 -1.39 -3.53
F 1.57 3.67 -5.52
Al -0.11 3.50 -5.07
F -0.52 4.71 -3.97
F -0.32 1.96 -4.33
F -1.08 3.61 -6.43
Cl -3.98 -3.00 -0.19
C 5.53 -0.43 1.61
O 6.41 -1.11 2.14
O 4.55 0.07 2.23
O 5.47 -0.16 0.38
Be -5.23 -1.50 0.78
Na 1.44 -6.11 1.44
Br -4.71 -5.31 1.18
C 1.38 5.70 -1.96
O 2.43 5.07 -2.48
H 0.61 5.07 -1.46
H 1.64 6.44 -1.16
H 0.77 6.31 -2.65
Be 3.11 2.72 -4.78
*
```

Properties
Kohn-Sham gap   1.430 eV
HOMO level   -8.0 eV
Max |F|   2.80 eV/Å
E_LUMO   -6.59 eV

Here are the Löwdin charges for atoms 1 to 6, given in e: atom 1 (C): 0.10, atom 2 (C): -0.18, atom 3 (P): 0.91, atom 4 (C): -0.31, atom 5 (C): -0.25, atom 6 (C): -0.53


The following is a DFT calculation (ωB97M-V/def2-TZVPD) of a molecular structure, C42H54FIN4O6SSbScSi3.

Geometry as ORCA input:
```
! wB97M-V def2-TZVPD RIJCOSX def2/J DEFGRID3
* xyz 0 1
Sc -0.98 0.10 -0.20
C 2.76 0.20 -2.68
C 1.77 1.31 -2.90
N 2.20 2.47 -3.35
C 1.33 3.47 -3.56
C -0.03 3.34 -3.37
C -0.94 4.50 -3.66
O -1.37 4.54 -5.02
C -0.51 2.11 -2.87
C -1.93 1.90 -2.68
N -2.43 1.03 -1.90
C -3.84 0.97 -1.80
C -4.57 2.10 -1.43
C -5.95 2.03 -1.32
C -6.61 0.84 -1.57
C -5.89 -0.29 -1.92
C -4.51 -0.22 -2.03
I -3.40 -1.90 -2.55
C 0.39 1.08 -2.58
O 0.03 -0.04 -2.01
H 3.77 0.61 -2.70
H 2.67 -0.55 -3.47
H 2.57 -0.29 -1.73
H 1.74 4.41 -3.90
H -0.40 5.43 -3.48
H -1.79 4.50 -2.97
H -1.60 3.65 -5.29
H -2.61 2.53 -3.26
H -4.03 3.01 -1.20
H -6.51 2.92 -1.03
H -7.69 0.78 -1.48
H -6.40 -1.23 -2.11
C 3.13 6.53 -0.19
C 3.92 5.28 -0.56
C 5.28 5.29 0.11
C 6.07 4.05 -0.26
C 5.29 2.81 0.08
C 5.92 1.63 0.38
C 5.18 0.49 0.67
F 5.84 -0.65 0.95
C 3.82 0.49 0.65
C 3.15 1.69 0.36
C 1.69 1.66 0.28
O 1.11 0.56 0.39
C 1.07 2.92 0.04
C 1.85 4.02 -0.20
N 3.19 4.04 -0.18
C 3.88 2.85 0.09
C -0.42 3.15 -0.04
O -0.85 4.26 -0.31
O -1.15 2.11 0.17
H 3.78 7.39 -0.34
H 2.83 6.50 0.86
H 2.25 6.68 -0.80
H 4.06 5.25 -1.64
H 5.14 5.34 1.20
H 5.80 6.19 -0.20
H 7.04 4.03 0.25
H 6.28 4.06 -1.33
H 7.00 1.57 0.40
H 3.24 -0.40 0.85
H 1.33 4.94 -0.43
O -2.87 -0.33 0.59
N -3.39 0.20 1.69
C -4.73 0.41 1.69
C -5.37 0.90 2.79
C -4.60 1.19 3.93
C -3.25 0.97 3.91
C -2.59 0.46 2.77
S -0.93 0.18 2.66
H -5.21 0.15 0.76
H -6.43 1.06 2.76
H -5.08 1.58 4.82
H -2.63 1.18 4.77
C 1.93 -4.75 2.99
Si 1.02 -3.11 2.90
C -0.10 -2.96 4.39
C 2.29 -1.74 2.94
Sb -0.31 -2.94 0.70
Si -2.31 -4.35 1.44
C -3.41 -3.18 2.40
C -1.80 -5.83 2.48
C -3.29 -5.09 0.02
Si 0.84 -4.46 -1.00
C 1.31 -6.17 -0.40
C -0.37 -4.65 -2.43
C 2.35 -3.55 -1.61
H 2.48 -4.79 3.94
H 2.66 -4.85 2.19
H 1.25 -5.60 2.95
H 0.53 -3.09 5.28
H -0.89 -3.70 4.42
H -0.55 -1.96 4.44
H 2.74 -1.68 3.94
H 1.85 -0.77 2.71
H 3.10 -1.94 2.23
H -2.85 -2.58 3.12
H -4.19 -3.73 2.93
H -3.89 -2.50 1.69
H -1.33 -5.57 3.43
H -1.11 -6.47 1.92
H -2.69 -6.42 2.70
H -3.51 -4.37 -0.77
H -4.24 -5.45 0.42
H -2.77 -5.94 -0.42
H 0.48 -6.67 0.12
H 2.17 -6.16 0.27
H 1.57 -6.79 -1.27
H -1.18 -5.34 -2.18
H 0.17 -5.06 -3.29
H -0.80 -3.70 -2.73
H 3.08 -3.38 -0.81
H 2.06 -2.57 -2.00
H 2.85 -4.11 -2.40
*
```

Properties
Kohn-Sham gap   7.344 eV
HOMO level   -7.4 eV
Max |F|   0.93 eV/Å
E_LUMO   -0.01 eV

Here are the Löwdin charges for atoms 1 to 6, given in e: atom 1 (Sc): 0.76, atom 2 (C): -0.01, atom 3 (C): -0.25, atom 4 (N): 0.12, atom 5 (C): -0.11, atom 6 (C): -0.15


The following is a DFT calculation (ωB97M-V/def2-TZVPD) of a molecular structure, C31H32F2N3O3TeTi.

Geometry as ORCA input:
```
! wB97M-V def2-TZVPD RIJCOSX def2/J DEFGRID3
* xyz 3 1
Ti -0.70 0.50 0.57
C -4.00 2.53 2.82
N -2.85 2.01 3.58
C -2.76 2.47 4.98
C -1.97 1.23 3.05
O -2.07 0.82 1.82
C -0.74 0.72 3.78
O 0.06 0.03 2.82
C 0.26 -1.37 3.01
C 0.50 -1.96 1.63
O 0.34 -1.16 0.63
N 0.83 -3.20 1.47
C 1.09 -3.77 0.14
C 0.97 -4.16 2.58
H -4.91 2.12 3.27
H -4.00 3.61 2.92
H -3.92 2.23 1.78
H -3.76 2.43 5.41
H -2.10 1.83 5.56
H -2.40 3.50 4.99
H -0.15 1.55 4.18
H -1.02 0.06 4.61
H 1.12 -1.53 3.66
H -0.62 -1.83 3.47
H 1.06 -2.99 -0.61
H 2.07 -4.23 0.16
H 0.33 -4.54 -0.06
H 0.91 -3.66 3.55
H 0.18 -4.90 2.51
H 1.94 -4.64 2.50
F -0.75 5.87 -0.19
C -1.00 4.67 -0.69
C -0.73 3.55 0.10
C -0.99 2.29 -0.42
C -1.56 2.14 -1.69
C -1.76 3.30 -2.45
F -2.25 3.20 -3.69
C -1.50 4.56 -1.97
C -1.91 0.78 -2.10
C -2.50 0.38 -3.29
C -2.86 -0.94 -3.47
C -2.62 -1.87 -2.46
C -2.00 -1.44 -1.32
N -1.65 -0.15 -1.13
H -0.29 3.73 1.07
H -1.68 5.44 -2.58
H -2.69 1.11 -4.07
H -3.33 -1.25 -4.40
H -2.90 -2.91 -2.57
H -1.76 -2.12 -0.51
Te 1.86 1.71 0.90
C 3.20 0.12 0.61
C 3.19 -0.62 -0.57
C 4.17 -1.59 -0.76
C 5.13 -1.81 0.22
C 5.13 -1.07 1.39
C 4.16 -0.09 1.59
C 2.36 2.88 -0.76
C 1.97 2.55 -2.05
C 2.37 3.36 -3.10
C 3.15 4.48 -2.86
C 3.54 4.80 -1.57
C 3.14 4.00 -0.50
H 2.46 -0.43 -1.35
H 4.19 -2.15 -1.68
H 5.90 -2.56 0.06
H 5.89 -1.24 2.14
H 4.18 0.50 2.50
H 1.36 1.67 -2.25
H 2.08 3.11 -4.12
H 3.47 5.11 -3.69
H 4.15 5.68 -1.38
H 3.45 4.26 0.50
*
```

Properties
Kohn-Sham gap   6.825 eV
HOMO level   -16.5 eV
Max |F|   0.72 eV/Å
E_LUMO   -9.63 eV

Here are the Löwdin charges for atoms 1 to 6, given in e: atom 1 (Ti): 1.05, atom 2 (C): 0.05, atom 3 (N): -0.07, atom 4 (C): 0.05, atom 5 (C): -0.30, atom 6 (O): -0.09


The following is a DFT calculation (ωB97M-V/def2-TZVPD) of C17H17FN2O2 in the gas phase.

Geometry as ORCA input:
```
! wB97M-V def2-TZVPD RIJCOSX def2/J DEFGRID3
* xyz 0 1
O 1.38 1.28 2.36
C 1.29 1.05 1.17
N 0.34 1.61 0.39
C 0.13 1.28 -1.01
H 0.44 0.24 -1.17
C -1.34 1.44 -1.38
H -1.56 0.86 -2.28
H -1.58 2.48 -1.60
C -2.26 0.98 -0.24
C -1.98 -0.49 0.04
C -2.49 -1.44 -0.86
C -2.22 -2.78 -0.66
C -1.44 -3.14 0.43
N -0.97 -2.26 1.29
C -1.23 -0.98 1.10
H -0.81 -0.32 1.85
H -1.19 -4.17 0.63
H -2.61 -3.53 -1.34
H -3.09 -1.11 -1.69
O -3.59 1.13 -0.72
H -4.20 0.85 -0.04
C -2.03 1.90 0.98
H -2.21 1.35 1.90
C -0.62 2.51 0.97
H -0.29 2.73 1.98
H -0.62 3.44 0.39
H -2.77 2.70 0.92
H 0.74 1.92 -1.65
C 2.24 0.11 0.49
C 2.30 -1.23 0.88
C 3.22 -2.08 0.31
C 4.13 -1.61 -0.63
C 4.11 -0.28 -1.01
C 3.16 0.56 -0.44
F 3.14 1.86 -0.83
H 4.80 0.11 -1.73
H 4.86 -2.28 -1.06
H 3.25 -3.12 0.61
H 1.60 -1.59 1.61
*
```

Properties
SMILES   O=C(c1ccccc1F)N1CCC(O)(c2cccnc2)CC1
Kohn-Sham gap   9.893 eV
HOMO level   -9.2 eV
Max |F|   0.61 eV/Å
E_LUMO   0.67 eV

Here are the Löwdin charges for atoms 1 to 6, given in e: atom 1 (O): 0.08, atom 2 (C): -0.43, atom 3 (N): -0.04, atom 4 (C): -0.12, atom 5 (H): 0.13, atom 6 (C): -0.08


The following is a DFT calculation (ωB97M-V/def2-TZVPD) of 2 unconnected molecules or ions with the total composition C2H8S3.

Geometry as ORCA input:
```
! wB97M-V def2-TZVPD RIJCOSX def2/J DEFGRID3
* xyz 0 1
C -2.68 1.24 -0.91
S -2.31 0.11 0.45
H -2.08 2.14 -0.85
H -2.55 0.77 -1.89
H -3.72 1.56 -0.86
H -1.03 0.43 0.56
C 0.99 -1.60 -1.07
S 1.60 -1.01 0.52
S 1.84 1.01 0.20
H 0.61 -0.76 -1.64
H 0.15 -2.28 -0.90
H 1.77 -2.12 -1.64
H 0.81 1.44 0.93
*
```

Properties
SMILES   CSS.CS
Kohn-Sham gap   9.491 eV
HOMO level   -9.0 eV
Max |F|   0.72 eV/Å
E_LUMO   0.46 eV

Here are the Löwdin charges for atoms 1 to 6, given in e: atom 1 (C): -0.50, atom 2 (S): 0.65, atom 3 (H): 0.03, atom 4 (H): 0.02, atom 5 (H): 0.02, atom 6 (H): -0.24